Record 1
84
Properties=species:S:1:pos:R:3:forces:R:3 method="wB97M-V/def2-TZVPD" charge=+3 e_tot_ev=-153722.6901 homo_ev=-15.52 orbital_gap_ev=6.416 max_force_ev_per_a=0.35 e_above_lowest_kcal_mol=0.00
Sn 0.1215 0.5032 0.6971 0.0 -0.2 -0.2
Se -6.3127 2.0385 4.7076 0.0 0.0 0.0
N -4.7852 1.2531 5.1324 0.0 0.0 0.0
C -4.0317 1.2701 4.0614 0.0 0.0 0.0
C -2.6828 0.7289 4.0165 0.0 0.0 0.0
C -2.0440 0.1637 5.1273 0.0 0.0 0.0
C -0.7566 -0.3095 5.0002 0.0 0.0 0.0
C -0.1204 -0.2158 3.7692 0.0 0.0 0.0
N -0.7248 0.3215 2.7100 0.1 0.0 0.0
C -1.9855 0.7918 2.8154 0.0 0.0 0.1
C -2.5742 1.3987 1.6286 -0.1 0.0 0.0
N -1.8278 1.4272 0.5004 0.1 -0.1 -0.1
C -2.2988 2.0259 -0.5993 0.0 0.0 0.0
C -3.5570 2.6055 -0.6314 0.0 0.0 0.0
C -4.3440 2.5624 0.5015 0.0 0.0 0.0
C -3.8512 1.9524 1.6594 0.0 0.0 0.0
C -4.6057 1.8780 2.9004 0.0 0.0 0.0
N -5.8199 2.3500 3.0372 0.0 0.0 0.0
H -2.5742 0.1186 6.0704 0.0 0.0 0.0
H -0.2284 -0.7394 5.8391 0.0 0.0 0.0
H 0.8940 -0.5659 3.6352 0.0 0.0 0.0
H -1.6511 2.0496 -1.4638 0.0 0.0 0.0
H -3.8992 3.0840 -1.5378 0.0 0.0 0.0
H -5.3339 3.0015 0.5215 0.0 0.0 0.0
C 0.5605 -3.1815 -4.0625 0.0 0.0 0.0
C -0.7133 -3.2551 -3.5140 0.0 0.0 0.0
C -0.9221 -2.9120 -2.1858 0.0 0.0 0.0
C 0.1615 -2.4926 -1.4129 0.0 0.0 0.0
C 1.4475 -2.4315 -1.9605 0.0 0.0 0.0
C 1.6416 -2.7764 -3.2859 0.0 0.0 0.0
P 0.0107 -2.0582 0.3151 -0.1 0.0 0.0
C 1.2249 -2.9969 1.2286 0.0 0.0 0.0
C 1.1031 -4.3849 1.0740 0.0 0.0 0.0
C 1.9787 -5.2215 1.7422 0.0 0.0 0.0
C 2.9783 -4.6844 2.5468 0.0 0.0 0.0
C 3.1095 -3.3095 2.6813 0.0 0.0 0.0
C 2.2334 -2.4587 2.0233 0.0 0.1 0.0
C -1.6423 -2.3316 0.9657 0.0 0.0 -0.1
C -1.8244 -3.0272 2.1601 0.0 0.0 0.0
C -3.1018 -3.1591 2.6878 0.0 0.0 0.0
C -4.1908 -2.6035 2.0311 0.0 0.0 0.0
C -4.0126 -1.9079 0.8388 0.0 0.0 0.0
C -2.7419 -1.7654 0.3090 0.0 0.0 0.0
H 0.7168 -3.4633 -5.0954 0.0 0.0 0.0
H -1.5433 -3.6017 -4.1146 0.0 0.0 0.0
H -1.9093 -3.0116 -1.7563 0.0 0.0 0.0
H 2.2957 -2.1450 -1.3471 0.0 0.0 0.0
H 2.6361 -2.7499 -3.7102 0.0 0.0 0.0
H 0.3369 -4.8100 0.4354 0.0 0.0 0.0
H 1.8865 -6.2929 1.6274 0.0 0.0 0.0
H 3.6659 -5.3428 3.0603 0.0 0.0 0.0
H 3.9027 -2.8963 3.2891 0.0 0.0 0.0
H 2.3719 -1.3901 2.1093 0.0 0.0 0.0
H -0.9807 -3.4734 2.6708 0.0 0.0 0.0
H -3.2462 -3.7138 3.6052 0.0 0.0 0.0
H -5.1857 -2.7274 2.4380 0.0 0.0 0.0
H -4.8671 -1.4975 0.3166 0.0 0.0 0.0
H -2.6146 -1.2365 -0.6300 0.0 0.0 0.0
F 0.6696 2.4572 1.4212 0.1 -0.1 0.1
B 1.9649 2.1444 2.1591 -0.1 0.3 0.2
F 2.9640 2.8351 1.6289 0.0 0.0 0.0
F 2.0256 0.6896 1.6609 -0.1 0.0 -0.1
F 1.7423 2.1384 3.4700 0.0 -0.1 -0.1
S 2.3044 2.4457 -5.2827 0.0 0.0 0.0
C 1.8142 2.0246 -3.6936 0.0 0.0 0.0
C 2.3398 2.5643 -2.5074 0.0 0.0 0.0
C 1.8600 2.1518 -1.2951 0.0 0.0 0.0
N 0.8783 1.2202 -1.1769 0.0 0.0 0.1
C 0.3704 0.6829 -2.3207 0.0 0.0 0.0
C 0.7929 1.0560 -3.5598 0.0 0.0 0.0
C 3.5408 3.6959 -4.9977 0.0 0.0 0.0
C 4.8706 3.3317 -4.8568 0.0 0.0 0.0
C 5.7949 4.3510 -4.6568 0.0 0.0 0.0
N 5.4605 5.6349 -4.5994 0.1 0.0 0.0
C 4.1849 5.9666 -4.7582 0.0 0.0 0.0
C 3.1753 5.0326 -4.9646 0.0 0.0 0.0
H 3.1231 3.3087 -2.5327 0.0 0.0 0.0
H 2.2621 2.5715 -0.3865 0.0 0.0 0.0
H -0.3969 -0.0753 -2.2119 0.0 0.0 0.0
H 0.3488 0.5973 -4.4334 0.0 0.0 0.0
H 5.1869 2.2990 -4.9120 0.0 0.0 0.0
H 6.8473 4.1207 -4.5422 0.0 0.0 0.0
H 3.9528 7.0244 -4.7248 0.0 0.0 0.0
H 2.1500 5.3465 -5.1057 0.0 0.0 0.0

=====

Record 2
78
Properties=species:S:1:pos:R:3:forces:R:3 method="wB97M-V/def2-TZVPD" charge=+1 e_tot_ev=-103085.8958 homo_ev=-10.32 orbital_gap_ev=6.784 max_force_ev_per_a=0.78
Co -0.1903 1.4225 0.0074 0.2 -0.2 -0.6
Cl 4.2692 1.2322 5.6963 -0.1 0.0 0.0
C 2.9783 1.2221 4.5353 0.0 0.0 0.2
C 1.6466 1.3232 4.9777 0.1 0.0 -0.1
C 0.6170 1.3521 4.0768 -0.1 -0.1 0.1
C 0.8575 1.2727 2.6871 0.1 0.1 -0.2
O -0.1448 1.2918 1.8660 -0.5 -0.1 0.5
C 2.1989 1.1548 2.2535 0.1 0.0 0.1
C 2.5498 1.1185 0.8787 0.2 0.1 0.1
N 1.7392 1.2407 -0.1168 -0.4 0.3 -0.5
C 2.1944 1.3199 -1.4602 0.1 -0.1 0.3
C 3.4851 1.2709 -1.9086 0.2 0.0 -0.1
C 3.7670 1.3624 -3.2917 0.0 0.0 0.1
C 2.7662 1.4707 -4.2127 -0.1 0.0 0.0
C 1.4191 1.5220 -3.7804 0.0 0.1 -0.1
C 0.3073 1.6177 -4.6508 0.1 0.1 0.0
C -0.9496 1.7147 -4.1296 -0.1 0.0 0.1
C -1.1168 1.7120 -2.7305 0.0 0.1 -0.2
N -0.1060 1.5889 -1.9049 -0.4 -0.3 0.0
C 1.1567 1.4838 -2.4043 0.0 0.0 0.1
C 3.2474 1.1277 3.2060 0.1 0.0 -0.2
H 1.4455 1.3767 6.0394 0.0 0.0 0.0
H -0.4092 1.4341 4.4101 0.0 0.0 0.0
H 3.6137 1.0177 0.6696 0.0 0.0 0.0
H 4.3065 1.1755 -1.2118 0.0 0.0 -0.1
H 4.7978 1.3479 -3.6187 0.0 0.0 0.0
H 2.9857 1.5284 -5.2709 0.0 0.0 0.0
H 0.4705 1.6225 -5.7214 0.0 0.0 0.0
H -1.8190 1.7984 -4.7656 0.0 0.0 0.0
H -2.0980 1.8301 -2.2872 0.0 0.0 0.0
H 4.2728 1.0388 2.8675 0.0 0.0 0.0
N -2.1956 1.2774 0.3297 0.4 0.4 0.0
C -3.1086 2.3679 0.0913 -0.2 -0.2 -0.1
C -4.3912 2.0823 -0.3571 0.0 -0.1 0.0
C -5.3003 3.1020 -0.5809 0.0 0.0 0.0
C -4.9053 4.4158 -0.3728 0.0 0.0 0.0
C -3.6163 4.6896 0.0540 -0.1 0.0 0.1
C -2.6948 3.6719 0.3138 0.1 0.0 0.1
C -1.3073 4.0257 0.6989 -0.1 0.1 -0.1
C -1.1032 5.1764 1.4650 0.0 0.1 -0.1
C 0.1476 5.7580 1.5746 0.0 0.0 0.0
C 1.2018 5.2189 0.8557 -0.1 0.0 -0.1
C 1.0275 4.0122 0.1857 0.0 0.1 0.1
C -0.1985 3.3496 0.1768 0.5 -0.3 0.5
H -2.5992 0.4192 -0.0284 0.1 -0.1 0.0
H -2.0367 1.1652 1.3331 -0.2 0.0 0.1
H -4.6829 1.0494 -0.5201 0.0 0.0 0.0
H -6.3067 2.8721 -0.9030 0.0 0.0 0.0
H -5.5956 5.2291 -0.5519 0.0 0.0 0.0
H -3.3023 5.7181 0.1701 0.0 0.0 0.0
H -1.9477 5.6173 1.9812 0.0 0.1 -0.1
H 0.2856 6.6468 2.1758 0.0 0.0 0.0
H 2.1650 5.7126 0.8339 0.0 0.0 0.0
H 1.8839 3.5948 -0.3249 0.0 0.0 0.1
N 0.4213 -5.8391 -0.9051 0.0 0.0 0.0
C 0.2342 -7.1334 -0.4651 0.0 0.0 0.0
C 0.4805 -8.3722 -1.0541 0.0 0.0 0.0
C 0.1545 -9.4821 -0.3059 0.0 0.0 0.0
C -0.4065 -9.3687 0.9812 0.0 0.0 0.0
C -0.6517 -8.1414 1.5533 0.0 0.0 0.0
C -0.3192 -7.0035 0.8134 0.0 0.1 0.0
N -0.4652 -5.6654 1.1327 0.0 -0.1 0.1
C -0.0201 -5.0140 0.0966 0.0 0.0 0.0
C -0.0463 -3.5517 0.0009 0.0 -0.1 0.0
C -0.5564 -2.8116 1.0637 -0.1 0.0 0.0
C -0.6373 -1.4406 0.9540 0.0 -0.1 0.0
N -0.2501 -0.7609 -0.1360 0.1 0.0 0.2
C 0.2574 -1.4723 -1.1446 0.0 0.0 -0.1
C 0.3815 -2.8480 -1.1193 0.0 0.0 -0.1
H 0.8039 -5.5688 -1.7920 0.0 0.0 0.0
H 0.8973 -8.4631 -2.0485 0.0 0.0 0.0
H 0.3247 -10.4675 -0.7188 0.0 0.0 0.0
H -0.6563 -10.2706 1.5235 0.0 0.0 0.0
H -1.0901 -8.0471 2.5375 0.0 0.0 0.0
H -0.8892 -3.3222 1.9563 0.0 0.0 0.0
H -1.0229 -0.8508 1.7751 0.1 0.0 0.0
H 0.5731 -0.9245 -2.0231 0.0 0.0 0.0
H 0.8058 -3.3444 -1.9816 0.0 0.0 0.0

=====

Record 3
79
Properties=species:S:1:pos:R:3:forces:R:3 method="wB97M-V/def2-TZVPD" charge=+3 e_tot_ev=-198327.8930 homo_ev="-15.86 / -15.88" orbital_gap_ev="5.278 / 5.955" spin_multiplicity=2 s_squared=1.0391 max_force_ev_per_a=0.25 e_above_lowest_kcal_mol=7.62
Re 0.0702 -0.7405 -0.1061 0.2 -0.1 -0.2
O 0.6803 -5.9594 -3.3928 0.0 0.1 0.0
C 0.4310 -4.8039 -2.8179 0.0 -0.1 0.0
C -0.3582 -3.7891 -3.3793 0.0 0.1 0.1
C -0.5488 -2.6239 -2.6811 0.0 0.0 0.0
N -0.0220 -2.4068 -1.4553 0.0 0.1 0.0
C 0.7488 -3.3963 -0.9692 0.0 0.0 0.0
Br 1.4011 -2.8387 0.7311 0.2 -0.1 0.0
C 1.0226 -4.5888 -1.5582 -0.1 0.1 0.0
H 0.2434 -6.0662 -4.2506 0.0 0.0 0.0
H -0.8123 -3.9091 -4.3536 0.0 0.0 0.0
H -1.1199 -1.8179 -3.1158 0.0 0.0 0.0
H 1.6493 -5.3419 -1.1027 0.0 0.0 0.0
Cl -3.6594 5.0546 0.1884 0.0 0.0 0.0
C -2.5235 3.8127 0.5066 0.0 0.0 0.1
C -1.5004 4.0259 1.3871 -0.1 -0.1 -0.1
C -0.5720 3.0013 1.7069 0.0 0.1 -0.1
I 1.0303 3.5108 2.9142 0.0 -0.1 0.1
C -0.7343 1.7616 1.1558 -0.1 -0.1 -0.2
O -0.0470 0.6031 1.4953 0.1 0.1 0.2
C -1.6894 1.5775 0.1420 0.1 0.0 0.0
N -1.6158 0.3900 -0.5421 -0.2 0.0 0.0
C -2.5297 0.1423 -1.4784 -0.1 0.1 0.0
C -3.5353 1.0449 -1.8086 0.1 0.0 0.0
C -3.5724 2.2687 -1.1788 0.0 0.0 0.0
C -2.6261 2.5702 -0.1857 0.1 0.0 0.0
H -1.4015 4.9911 1.8641 0.0 0.0 0.0
H -2.4528 -0.8049 -1.9878 0.0 -0.1 0.0
H -4.2546 0.7832 -2.5707 0.0 0.0 0.0
H -4.3235 3.0028 -1.4399 0.0 0.0 0.0
C 6.2645 1.7909 -2.2020 0.0 0.0 0.0
C 6.2707 0.9383 -1.0922 0.0 0.1 -0.1
C 5.0787 0.4948 -0.5867 -0.1 0.0 0.0
C 3.8423 0.8458 -1.2116 0.0 0.1 0.0
C 3.8686 1.7403 -2.3278 0.0 -0.2 0.1
C 5.0667 2.2035 -2.8018 0.0 0.0 0.0
C 2.6817 0.2776 -0.6561 0.0 0.1 0.0
C 1.3670 0.2073 -1.1703 0.0 -0.1 0.1
C 0.9641 0.6935 -2.5110 0.0 0.0 -0.1
C 0.2581 1.8881 -2.6537 0.0 0.0 0.0
C -0.0891 2.3403 -3.9179 0.0 0.0 0.0
C 0.2474 1.5960 -5.0421 0.0 0.0 0.0
C 0.9461 0.4030 -4.9041 0.0 0.0 0.0
C 1.3088 -0.0478 -3.6438 0.0 0.0 0.0
H 7.2054 2.1576 -2.5935 0.0 0.0 0.0
H 7.2066 0.6516 -0.6340 0.0 0.0 0.0
H 5.0618 -0.1456 0.2864 0.0 0.0 0.0
H 2.9476 2.0873 -2.7656 -0.1 0.0 -0.1
H 5.0937 2.8967 -3.6309 0.0 0.0 0.0
H 2.8386 -0.1944 0.3110 0.0 -0.1 0.0
H 0.0178 2.4835 -1.7802 0.0 0.0 0.0
H -0.6124 3.2808 -4.0284 0.0 0.0 0.0
H -0.0238 1.9525 -6.0267 0.0 0.0 0.0
H 1.2231 -0.1662 -5.7815 0.0 0.0 0.0
H 1.8798 -0.9639 -3.5394 0.0 0.0 0.0
Ge -0.2158 0.0829 3.4378 -0.1 0.0 0.0
C -1.8416 0.9854 3.8840 0.0 0.0 0.1
C -2.9977 0.7588 3.1303 0.0 0.0 0.0
C -4.1923 1.3612 3.4838 0.0 0.0 0.0
C -4.2463 2.1841 4.6041 0.0 0.0 0.0
C -3.1097 2.4041 5.3657 0.0 0.0 0.0
C -1.9072 1.8093 5.0060 0.1 0.0 0.0
C -0.2742 -1.8299 3.3460 0.0 -0.1 0.1
C 0.8101 -2.5228 3.8943 0.0 0.1 0.0
C 0.7789 -3.9064 4.0072 0.0 0.0 0.0
C -0.3303 -4.6093 3.5594 0.0 0.0 0.0
C -1.4182 -3.9324 3.0179 0.0 0.0 0.0
C -1.3990 -2.5482 2.9287 0.0 0.1 -0.1
H 1.1269 0.5345 3.9858 0.0 0.0 0.1
H -2.9734 0.1156 2.2547 0.0 0.0 0.0
H -5.0864 1.1830 2.9009 0.0 0.0 0.0
H -5.1820 2.6471 4.8873 0.0 0.0 0.0
H -3.1585 3.0379 6.2405 0.0 0.0 0.0
H -1.0247 1.9981 5.6068 0.0 0.0 0.0
H 1.6751 -1.9821 4.2654 0.0 0.0 0.0
H 1.6095 -4.4330 4.4586 0.0 0.0 0.0
H -0.3625 -5.6863 3.6584 0.0 0.0 0.0
H -2.2946 -4.4842 2.7046 0.0 0.0 0.0
H -2.2781 -2.0318 2.5592 0.0 0.0 0.0